Entry 1:
# C40H56GeN5O2ReSi3

A molecular structure, C40H56GeN5O2ReSi3 in a non-equilibrium geometry (ωB97M-V/def2-TZVPD, the Open Molecules 2025 dataset).

Results
HOMO level (alpha / beta): -11.93 / -11.98 eV
Gap between HOMO and LUMO (alpha / beta): 4.34 / 4.34 eV
Spin multiplicity: 3
Charge: +2

Structure (XYZ):
```
108
Properties=species:S:1:pos:R:3:forces:R:3
Re -0.68110 -0.65100 1.30572 -0.826 0.085 0.800
C 2.82732 6.58209 1.55397 0.074 -0.008 0.023
O 4.07627 5.92683 1.38649 -0.034 -0.043 -0.009
C 4.35422 4.87438 2.18362 -0.100 0.061 0.011
C 3.48947 4.38259 3.16300 0.024 -0.033 0.057
C 3.86038 3.27570 3.91229 0.048 0.064 0.129
C 5.09023 2.66190 3.70126 -0.028 -0.275 -0.225
C 5.98125 3.21312 2.78233 0.024 -0.061 -0.129
C 5.60687 4.28862 2.00574 0.147 -0.024 -0.004
N 5.56068 1.50192 4.39997 -0.488 0.540 0.525
N 4.78327 0.63324 4.82699 0.642 -0.591 -0.455
C 3.45236 0.44436 4.39086 -0.406 0.301 0.124
C 2.48830 0.16478 5.33358 0.093 0.171 0.000
C 1.14340 -0.06432 4.99008 -0.184 -0.101 0.112
C 0.76887 -0.05539 3.67357 -0.330 -0.058 0.348
O -0.49612 -0.29953 3.21885 0.606 -0.129 -0.413
C 1.74002 0.18624 2.70375 0.022 -0.072 -0.457
N 1.25749 0.15143 1.41840 0.742 0.191 -0.369
C 2.11997 0.34698 0.42396 -0.296 -0.023 0.228
C 3.48979 0.47175 0.63661 0.213 -0.001 0.155
C 3.98299 0.46322 1.92529 0.073 0.037 -0.351
C 3.09712 0.39114 3.01019 -0.051 -0.083 0.116
H 2.80137 7.37036 0.80932 -0.002 0.017 -0.014
H 2.74442 7.02222 2.54890 -0.008 0.006 0.019
H 1.99714 5.89091 1.38760 -0.020 -0.001 -0.011
H 2.54648 4.86938 3.36589 0.018 -0.011 0.022
H 3.21140 2.92832 4.70542 -0.057 0.002 -0.074
H 6.96233 2.76471 2.67803 -0.021 0.032 -0.006
H 6.27825 4.71822 1.27366 0.000 -0.014 0.027
H 2.79168 0.15770 6.37274 -0.066 -0.017 0.006
H 0.40057 -0.25908 5.75371 0.073 -0.008 0.018
H 1.69291 0.37759 -0.57029 -0.013 -0.035 -0.035
H 4.15631 0.56172 -0.21041 -0.016 0.002 0.025
H 5.05154 0.49492 2.09188 -0.026 0.092 0.025
C -3.75846 -2.43072 3.85817 -0.050 -0.026 -0.076
C -4.50828 -2.94031 2.61856 0.177 0.002 0.057
C -3.58136 -3.73959 1.72284 0.007 0.105 0.123
C -3.63608 -5.12826 1.78535 -0.029 -0.038 -0.049
C -2.67981 -5.92468 1.17560 0.008 0.018 0.020
C -1.61410 -5.33197 0.52065 -0.013 -0.015 -0.069
C -1.52733 -3.94875 0.42846 0.073 -0.016 -0.056
C -0.29224 -3.32403 -0.16116 -0.019 0.021 0.126
C 0.74094 -3.03090 0.93619 0.003 0.129 -0.330
C -2.53233 -3.16408 0.98971 -0.188 0.206 0.165
N -2.40746 -1.73101 0.89728 -0.099 -0.310 -0.178
C -3.45296 -0.99671 0.56276 0.141 -0.136 0.018
C -3.30413 0.38847 0.67173 0.033 0.172 -0.018
C -4.15170 1.49438 0.64307 -0.058 -0.031 -0.015
C -3.37408 2.60304 0.99270 -0.008 0.017 0.016
C -2.07992 2.14357 1.21226 -0.041 -0.022 -0.051
N -2.02503 0.80551 1.01898 0.151 0.150 -0.073
H -4.44379 -1.93106 4.54244 0.008 -0.002 -0.013
H -2.97320 -1.72004 3.58848 0.005 -0.018 0.012
H -3.29286 -3.26218 4.38855 -0.001 0.018 0.003
H -4.97460 -2.09600 2.11403 -0.081 -0.029 -0.009
H -5.32125 -3.59318 2.93326 -0.036 0.006 -0.031
H -4.43683 -5.58925 2.35107 0.021 -0.002 -0.016
H -2.74604 -7.00245 1.24382 -0.006 0.022 -0.010
H -0.83609 -5.94450 0.07862 -0.027 0.008 0.008
H -0.53691 -2.39630 -0.70566 -0.019 -0.075 -0.117
H 0.14128 -3.99394 -0.90283 0.079 -0.017 0.057
H 0.32519 -2.42997 1.78486 0.071 -0.203 0.165
H 1.63624 -2.53758 0.55744 0.001 0.021 0.028
H 1.04020 -3.95829 1.42322 -0.041 0.041 0.149
H -4.37499 -1.46416 0.23520 -0.013 -0.011 0.048
H -5.20936 1.48245 0.42584 0.036 0.011 0.003
H -3.71135 3.62256 1.08915 0.020 -0.031 0.006
H -1.20185 2.70268 1.50048 -0.018 -0.038 0.014
C 1.99896 -2.71932 -2.76138 -0.097 -0.159 0.163
Si 1.47268 -1.11832 -3.53636 0.132 0.011 0.088
C 2.81269 0.15576 -3.31122 0.043 0.125 0.004
C 1.12590 -1.36748 -5.34851 -0.201 0.032 -0.120
Ge -0.65761 -0.19639 -2.73981 0.074 0.133 -0.333
Si -2.71269 -1.31847 -3.42611 -0.012 0.001 0.061
C -4.19509 -0.31211 -2.94480 -0.110 0.080 0.098
C -2.75511 -3.06575 -2.81122 0.044 -0.156 0.104
C -2.51726 -1.21891 -5.27713 0.156 0.096 -0.116
Si -0.62873 2.22714 -2.83997 0.042 -0.037 0.067
C -0.26550 2.29677 -4.67505 0.033 -0.179 -0.122
C -2.26672 2.98061 -2.43874 -0.191 0.007 0.026
C 0.75832 2.94362 -1.83703 0.097 0.017 0.122
H 2.86059 -3.08667 -3.32695 -0.005 0.014 0.030
H 1.22350 -3.48552 -2.81261 0.042 0.013 -0.014
H 2.31260 -2.60193 -1.72124 -0.013 -0.018 -0.044
H 3.77536 -0.31314 -3.53538 -0.021 0.016 -0.021
H 2.86961 0.55349 -2.29837 0.062 -0.009 -0.028
H 2.69015 0.99675 -3.99620 0.025 0.003 0.026
H 2.07576 -1.56717 -5.85368 -0.005 0.024 0.032
H 0.67404 -0.49440 -5.82555 0.041 -0.047 -0.030
H 0.47396 -2.22619 -5.51618 0.054 -0.002 -0.018
H -4.21483 -0.03081 -1.89202 -0.013 -0.006 -0.042
H -5.10227 -0.88256 -3.16609 0.018 0.014 0.003
H -4.23269 0.60430 -3.53713 -0.042 -0.031 0.006
H -3.08442 -3.13778 -1.77131 0.028 -0.008 -0.047
H -1.77732 -3.54819 -2.88841 -0.051 -0.019 -0.022
H -3.45699 -3.63912 -3.42411 0.008 0.008 0.042
H -2.50415 -0.18049 -5.61844 -0.021 -0.052 -0.038
H -3.38935 -1.70050 -5.73140 0.007 0.025 0.034
H -1.62694 -1.71579 -5.65809 -0.048 -0.032 -0.022
H -1.01314 1.76498 -5.27045 0.019 0.069 -0.022
H 0.71570 1.87892 -4.90982 -0.020 0.056 -0.045
H -0.27084 3.34059 -5.00350 -0.015 -0.022 0.036
H -3.09615 2.36452 -2.78847 0.000 0.067 -0.008
H -2.34835 3.95810 -2.92267 0.022 -0.016 0.025
H -2.38567 3.12099 -1.36478 -0.019 -0.001 -0.015
H 1.72642 2.55958 -2.16043 0.015 0.035 0.027
H 0.63543 2.73085 -0.77153 0.006 0.042 -0.028
H 0.77329 4.03027 -1.96195 -0.005 -0.029 0.009
```
Forces are in eV/Å.

***

Entry 2:
# C19H36Cl26FN4O4P

14 unconnected molecules or ions with the total composition C19H36Cl26FN4O4P in a non-equilibrium geometry (ωB97M-V/def2-TZVPD, the Open Molecules 2025 dataset).

Results
HOMO level: -9.17 eV
Energy relative to the best compared isomer or geometry (same formula, charge and spin): 0.00 kJ/mol
Gap between HOMO and LUMO: 9.32 eV
Spin multiplicity: 1

Structure (XYZ):
```
91
Properties=species:S:1:pos:R:3:forces:R:3
C 4.05465 -1.65834 4.92090 0.090 0.236 0.037
C 4.81820 -1.52254 3.63571 0.230 -0.283 -0.031
N 6.08730 -1.57099 3.64289 -0.300 -0.058 -0.043
C 4.07512 -1.24692 2.34374 0.154 0.019 -0.223
O 2.72105 -1.74273 2.38986 -0.063 0.269 0.302
C 1.80008 -0.93026 1.85359 -0.161 -0.037 -0.510
O 1.97359 -0.20900 0.91451 0.082 0.127 0.292
N 0.56283 -1.00452 2.57205 0.238 -0.703 0.315
P -0.01632 -2.57446 3.09888 -1.214 -0.231 0.480
N -1.48224 -2.50734 3.60919 0.452 -0.204 -0.107
C 0.56546 -0.10116 3.67563 -0.321 0.402 0.144
O 0.50348 -0.43571 4.82114 -0.036 0.002 -0.313
N 0.63315 1.23160 3.23268 0.765 -0.196 -0.113
C 1.50455 2.10711 3.86365 -0.347 -0.112 0.422
O 1.95633 2.06891 4.95480 -0.004 -0.023 -0.256
F 1.77974 3.09531 3.00347 0.085 0.295 -0.157
H 4.33336 -0.82585 5.56996 -0.005 -0.031 0.014
H 4.35055 -2.57691 5.42475 -0.052 -0.027 -0.020
H 2.97831 -1.63043 4.78345 -0.036 -0.096 0.018
H 6.46990 -1.45468 2.70274 0.027 -0.041 0.004
H 4.03663 -0.16562 2.18996 0.022 -0.021 -0.075
H 4.59973 -1.70193 1.50476 -0.025 0.016 -0.031
H 0.22129 -3.39485 1.98729 0.411 0.249 -0.137
H 0.90019 -2.97015 4.07340 0.278 0.118 -0.126
H -2.10986 -3.07028 3.04655 -0.145 0.223 -0.029
H 0.60853 1.34210 2.22469 -0.151 0.048 0.017
C 0.26080 2.23238 -2.24730 0.053 -0.052 0.029
Cl -0.44719 3.04049 -0.84584 -0.010 -0.009 0.055
Cl 1.28027 3.32515 -3.19729 0.030 0.039 -0.057
H 0.87918 1.41382 -1.90025 -0.024 0.110 0.119
H -0.53973 1.87693 -2.88380 0.025 0.063 0.017
C -2.53898 1.71983 -5.91488 -0.034 0.016 -0.089
Cl -2.09291 0.65289 -4.57764 -0.051 -0.072 -0.033
Cl -1.40547 3.06850 -6.09470 0.010 -0.028 0.045
H -2.52866 1.14086 -6.83016 0.025 0.003 -0.002
H -3.52462 2.12402 -5.72004 0.012 0.010 0.040
C -2.81116 4.54032 -9.28078 0.051 0.050 0.122
Cl -3.90785 3.21080 -9.68211 0.002 -0.014 0.018
Cl -1.62023 4.83797 -10.55012 -0.011 -0.008 -0.123
H -3.39727 5.44011 -9.14038 -0.022 -0.005 -0.055
H -2.27891 4.27448 -8.37662 0.019 0.007 0.000
C 1.66026 6.71600 -9.42595 -0.023 -0.033 -0.083
Cl 0.84155 6.02162 -8.02300 -0.001 -0.019 0.107
Cl 1.76594 8.47749 -9.34092 0.000 0.003 0.002
H 2.66499 6.31407 -9.46635 0.005 0.009 0.021
H 1.09381 6.44926 -10.31031 -0.019 0.008 0.011
C -0.36790 -6.91613 1.64410 -0.066 -0.114 0.027
Cl -0.72558 -6.19605 3.21703 -0.069 0.066 -0.002
Cl 0.70331 -5.91088 0.66806 0.083 0.000 -0.026
H 0.10919 -7.87376 1.81285 0.043 0.014 -0.027
H -1.29647 -7.03517 1.09855 -0.018 0.024 0.008
C -4.19528 -5.23706 1.51218 -0.040 -0.041 -0.046
Cl -4.57457 -4.64356 3.13038 -0.017 0.006 0.021
Cl -3.11015 -4.14055 0.64281 0.111 -0.097 0.015
H -3.71146 -6.20195 1.60734 0.028 0.015 0.030
H -5.11655 -5.32221 0.94542 -0.003 0.030 0.001
C 1.27323 -2.64387 -3.02820 -0.025 -0.030 -0.041
Cl 0.55489 -3.38861 -1.59591 -0.010 -0.009 0.007
Cl 1.36820 -0.88549 -2.88699 0.069 -0.056 -0.071
H 2.27475 -3.03695 -3.15261 0.019 0.040 0.031
H 0.65244 -2.87831 -3.88428 -0.024 -0.006 0.018
C 5.02255 2.37290 -3.72543 -0.005 0.076 0.003
Cl 5.29969 2.08440 -2.00457 -0.012 0.002 0.010
Cl 5.58951 1.02060 -4.71847 -0.029 -0.013 -0.062
H 3.96007 2.49984 -3.89132 -0.034 -0.063 0.038
H 5.56962 3.26192 -4.01512 0.039 -0.023 0.000
C -6.68285 -2.56637 0.58287 0.097 0.029 -0.031
Cl -8.06508 -3.63300 0.31570 0.034 -0.075 -0.039
Cl -5.75915 -2.27368 -0.89955 -0.082 0.023 -0.049
H -7.04258 -1.61787 0.95884 -0.047 0.008 -0.035
H -6.02458 -3.03540 1.30367 0.008 0.027 0.027
C 9.08298 0.75024 -3.43297 -0.039 0.006 -0.013
Cl 9.51171 -0.26286 -2.04922 0.002 -0.009 0.009
Cl 10.19522 2.10973 -3.64198 -0.007 0.003 -0.003
H 9.11872 0.14028 -4.32717 0.024 -0.004 0.003
H 8.08747 1.14338 -3.27196 0.006 0.003 0.038
C -8.79208 -1.24411 4.10537 -0.041 0.012 0.000
Cl -9.92984 -1.68037 2.82346 0.016 0.041 0.042
Cl -7.19092 -1.95927 3.85197 0.003 0.000 0.094
H -8.68445 -0.16657 4.11780 -0.007 -0.089 -0.029
H -9.18155 -1.60838 5.04825 -0.002 -0.026 -0.013
C 5.83748 2.91777 5.36673 -0.114 0.071 -0.026
Cl 5.93033 2.64862 7.11109 0.005 0.003 -0.004
Cl 5.88665 1.39988 4.46048 0.063 0.070 0.037
H 4.89825 3.41231 5.14810 -0.005 -0.013 0.024
H 6.68561 3.52189 5.06919 0.007 -0.015 -0.003
C -9.65861 1.98925 6.48547 0.025 -0.001 0.021
Cl -11.03640 0.92601 6.17842 -0.003 -0.021 -0.001
Cl -8.68857 2.25901 5.02971 0.025 0.129 0.025
H -10.03035 2.94767 6.82563 -0.022 -0.001 -0.019
H -9.02632 1.52539 7.23246 0.001 -0.010 -0.006
```
Forces are in eV/Å.

***

Entry 3:
# C2H4O2PS

A gas-phase ion, C2H4O2PS (charge -1) in a non-equilibrium geometry (ωB97M-V/def2-TZVPD, the Open Molecules 2025 dataset).

Results
HOMO level: -2.04 eV
Energy relative to the best compared isomer or geometry (same formula, charge and spin): 251.70 kJ/mol
Gap between HOMO and LUMO: 5.82 eV
Spin multiplicity: 1
Charge: -1

Structure (XYZ):
```
10
Properties=species:S:1:pos:R:3:forces:R:3
C -0.30192 0.53509 0.91171 1.444 4.446 -2.426
C -0.25578 -1.49951 -0.31542 -1.103 1.909 0.002
O -2.19129 0.57094 -1.32361 1.072 -0.021 -0.302
O 0.41989 0.89627 -1.70826 -0.027 0.024 1.113
P -0.81621 0.18873 -0.85807 0.452 -2.270 2.006
S 1.00627 -0.66890 0.74378 1.089 -0.246 0.244
H -0.16136 1.69040 1.17582 0.017 -2.737 -0.143
H -0.93847 -0.03382 1.45488 -2.696 -0.757 2.037
H 0.25715 -2.14266 -0.97576 0.414 -0.843 -1.199
H 0.13184 1.16867 -2.55528 -0.661 0.495 -1.332
```
Forces are in eV/Å.

***

Entry 4:
# C5H9N

2 unconnected molecules or ions with the total composition C5H9N in a non-equilibrium geometry (ωB97M-V/def2-TZVPD, the Open Molecules 2025 dataset).

Results
HOMO level: -9.15 eV
SMILES string: C=C=N.C=CC
Energy relative to the best compared isomer or geometry (same formula, charge and spin): 291.03 kJ/mol
Gap between HOMO and LUMO: 10.19 eV
Spin multiplicity: 1

Structure (XYZ):
```
15
Properties=species:S:1:pos:R:3:forces:R:3
C -1.76218 -0.94490 1.43210 -1.752 -4.025 -3.154
C -1.42035 0.13100 1.93035 2.348 4.367 4.485
C 1.68096 0.47733 0.26294 2.050 -1.371 0.721
C 0.77751 0.55036 -0.69447 -1.088 0.789 -0.110
C 0.99356 0.27693 -2.16288 -0.041 1.519 1.310
N -1.99630 -1.94333 0.77536 3.013 0.583 0.324
H -1.27872 1.07220 1.43702 -0.342 0.063 -0.398
H -1.05653 0.12634 2.99359 -0.470 -0.033 -1.081
H 2.70255 -0.01888 -0.06066 -1.952 1.201 1.028
H 1.51412 0.70584 1.36816 0.222 -0.252 -1.843
H -0.23514 1.00788 -0.51163 1.035 -0.648 0.075
H 0.22164 -0.35069 -2.51527 -0.545 -1.204 -0.536
H 2.00578 -0.01376 -2.42140 -0.058 -0.156 -0.091
H 0.72451 1.24921 -2.57388 0.454 0.114 -0.678
H -2.87141 -2.32553 0.74067 -2.877 -0.947 -0.052
```
Forces are in eV/Å.

***

Entry 5:
# C5H8O2

C5H8O2 in the gas phase in a non-equilibrium geometry (ωB97M-V/def2-TZVPD, the Open Molecules 2025 dataset).

Results
HOMO level: -9.19 eV
SMILES string: C[C@@]12C[C@]1(O)CO2
Energy relative to the best compared isomer or geometry (same formula, charge and spin): 355.68 kJ/mol
Gap between HOMO and LUMO: 9.90 eV
Spin multiplicity: 1

Structure (XYZ):
```
15
Properties=species:S:1:pos:R:3:forces:R:3
C -1.68112 -1.09938 0.14965 0.214 -0.012 0.038
C -0.34684 -0.49302 -0.17757 0.059 -0.041 0.288
C -0.11032 0.77163 -0.95689 -0.129 0.209 -0.103
C 0.45731 0.60228 0.44066 0.269 -0.109 -0.214
O 0.11365 1.41342 1.49626 0.335 0.151 0.050
C 1.68527 -0.29377 0.18044 1.359 1.478 -2.438
O 0.81253 -1.34526 -0.29105 0.433 0.018 -0.248
H -2.08212 -1.69308 -0.68117 0.195 0.140 0.097
H -2.40844 -0.31157 0.38111 0.238 -0.109 -0.058
H -1.58508 -1.74598 1.02511 -0.036 0.032 -0.072
H 0.56778 0.75553 -1.80985 -0.189 0.043 0.156
H -0.95207 1.45214 -1.02255 -0.061 -0.128 0.012
H 0.48032 2.28991 1.32469 -0.116 -0.037 0.103
H 2.38567 0.19947 -0.62169 -2.123 -0.275 -0.468
H 2.66349 -0.50231 0.56286 -0.447 -1.360 2.859
```
Forces are in eV/Å.

***

Entry 6:
# C4H12N2O

C4H12N2O in the gas phase in a non-equilibrium geometry (ωB97M-V/def2-TZVPD, the Open Molecules 2025 dataset).

Results
HOMO level: -9.18 eV
SMILES string: C[C@@H](O)[C@@H](N)CN
Energy relative to the best compared isomer or geometry (same formula, charge and spin): 181.64 kJ/mol
Gap between HOMO and LUMO: 10.22 eV
Spin multiplicity: 1

Structure (XYZ):
```
19
Properties=species:S:1:pos:R:3:forces:R:3
N 0.79993 -1.57658 -0.42284 -2.456 0.968 -0.033
C 0.37539 -0.19279 -0.06452 3.633 -0.917 0.751
C -0.39509 -0.38327 1.19925 -0.257 1.029 0.982
C -0.75889 0.99524 1.94481 -0.266 -2.149 -0.779
O -1.46686 -1.18056 0.89694 -2.694 -0.933 -0.238
C -0.22178 0.45527 -1.23895 1.288 0.724 -0.933
N 0.91569 0.64956 -2.29401 -2.884 -0.945 0.333
H 1.60555 -1.73108 0.09913 1.807 -1.009 0.084
H 0.79287 -1.72638 -1.41322 0.905 -0.061 -0.191
H 1.33715 0.33159 0.22214 -0.867 0.079 -0.307
H 0.22108 -1.04855 1.85974 0.224 1.280 0.041
H -1.45950 1.72738 1.53004 -0.059 -0.670 -0.573
H -1.10916 0.76414 2.93789 0.022 -0.033 0.399
H 0.18327 1.46862 1.97606 1.142 0.801 0.472
H -1.15966 -1.99214 0.43709 0.231 0.840 0.348
H -0.72824 1.35513 -0.90275 -0.048 0.410 -0.384
H -0.96388 -0.25540 -1.56959 -0.290 0.055 -0.841
H 1.55464 1.36601 -2.04035 0.430 0.692 0.679
H 0.47749 0.97381 -3.15686 0.139 -0.161 0.191
```
Forces are in eV/Å.

***

- Among the records above, which one has the highest spin multiplicity?
  C40H56GeN5O2ReSi3

***

- What is the formula in the second record?
  C19H36Cl26FN4O4P